{
  "formula": "C41H66O20S",
  "method": "the ωB97M-V functional and the def2-TZVPD basis",
  "smiles": "COCCCC[C@H]1CCOS(=O)(=O)C1.O=C1CCCO1.O=C1CCCO1.O=C1CCCO1.O=C1CCCO1.O=C1CCCO1.O=C1CCCO1.O=C1CCCO1.O=C1CCCO1",
  "e_tot_ha": -3504.94727,
  "homo_energy_ev": -9.54,
  "multiplicity": 1,
  "homo_lumo_gap_ev": 9.896,
  "e_above_lowest_kj_mol": 0.00,
  "charge": 0,
  "species": ["H", "C", "H", "O", "C", "H", "O", "C", "C", "H", "C", "O", "H", "H", "H", "H", "H", "C", "H", "O", "O", "H", "O", "H", "O", "O", "C", "C", "C", "O", "H", "H", "H", "H", "C", "C", "H", "C", "H", "H", "C", "C", "H", "H", "C", "H", "O", "C", "O", "H", "H", "C", "O", "H", "C", "C", "H", "H", "C", "O", "H", "H", "O", "H", "H", "C", "O", "C", "O", "H", "O", "H", "H", "S", "C", "H", "C", "H", "H", "H", "H", "C", "C", "O", "H", "C", "H", "C", "H", "C", "O", "C", "H", "H", "C", "H", "H", "C", "H", "C", "H", "H", "C", "H", "C", "C", "H", "H", "H", "H", "C", "O", "H", "H", "H", "C", "H", "C", "H", "H", "C", "H", "H", "H", "C", "H", "H", "H"],
  "positions_angstrom": [[7.5003, 4.2834, 7.5871], [6.8250, 3.6582, 7.0102], [0.3120, -4.6317, 5.9954], [1.3548, -1.8585, -1.5286], [-1.0344, 9.3732, -1.9598], [1.1646, -1.3702, -3.8048], [2.2262, 8.8470, -1.0274], [1.9738, -1.7106, 0.7341], [-8.5205, -1.7224, -2.3566], [-1.6587, 9.3371, -1.0646], [-4.8852, -7.7689, 0.0793], [8.1238, 3.9177, 4.9573], [-4.3343, -8.6070, -1.8698], [6.5911, 0.3777, 6.6538], [-7.9542, -1.6488, -1.4246], [2.8468, -3.7252, 0.5669], [-5.3537, -7.1706, -1.9360], [-3.3304, -6.7054, -1.3548], [-0.5678, 8.1016, -3.6343], [0.2827, 9.8073, -1.5728], [-4.5198, -6.5028, 0.6598], [3.6700, -0.9359, -4.9332], [-3.6058, 0.7019, -1.2794], [3.1368, -1.9074, -7.1194], [2.2650, 2.6345, 5.3818], [7.2035, 1.9424, 5.4538], [0.6057, -1.8560, -5.8217], [4.1989, 5.9190, 1.4700], [-6.4842, -0.8910, -3.2261], [-0.5171, -2.2703, -5.7543], [2.3699, 0.2440, -5.0926], [2.1481, -0.1121, -0.7615], [2.5641, 0.1347, 3.4374], [-1.7249, -2.5237, 0.0659], [-4.9819, -2.3297, -4.7376], [1.4628, -0.9034, -0.4500], [3.5280, 6.8366, -0.3996], [0.3634, 7.4696, -1.7954], [-2.3888, -7.2389, -1.2157], [-2.5172, -3.6392, -1.9278], [2.8380, -2.7690, 0.0509], [-2.2816, -1.9235, -0.6488], [-1.3468, -5.2021, 5.8172], [0.9187, 0.3934, 4.0450], [7.4776, 3.2427, 5.7036], [0.0658, 6.9639, -0.8751], [-1.3548, 1.5000, -1.8287], [2.6579, -0.7870, -5.3037], [-1.6129, -0.6289, -0.7032], [5.2990, 1.4440, 6.0832], [2.3888, 7.0381, 0.9307], [-0.9662, -3.1486, 5.0914], [2.9283, 2.9771, -0.0408], [-6.7171, 0.1581, -3.0041], [-2.2311, -2.5960, -2.0127], [2.5207, -1.0657, -6.7958], [-1.4486, 10.1050, -2.6483], [4.8512, 3.8283, 1.7075], [4.5486, 4.5301, 0.9347], [-7.6862, -1.5981, -3.4877], [1.0450, 2.1836, 2.3521], [3.8643, -2.4314, -0.1051], [0.3183, -3.9161, 3.2826], [-3.2518, -6.0610, -2.2262], [-4.0193, -1.5214, -2.3801], [2.1703, -2.9148, -1.3046], [-3.0873, -4.8485, 0.2122], [6.5092, 2.3190, 7.6738], [2.9210, 0.6280, 6.1059], [2.7711, 2.3621, 2.6363], [0.1000, -1.7030, 3.4335], [-2.8156, 0.1556, -3.9710], [5.6407, 2.3357, 8.3280], [-2.2692, 0.4130, -1.7047], [-3.5968, -5.8831, -0.1082], [-8.9944, -2.7023, -2.3849], [-2.3658, -0.4963, -3.2255], [-4.3115, -8.5519, 0.5793], [-1.2036, -2.4931, -2.3682], [1.1331, -2.1853, 1.2347], [-5.6548, -3.1004, -4.3578], [1.1013, 8.7426, -1.4233], [-4.5330, -7.6471, -1.3988], [2.3105, -3.7928, -2.1085], [1.9855, 4.1608, 4.0233], [1.6251, -1.7460, -4.7104], [0.4858, -0.4766, -0.2611], [-0.8355, 7.9959, -2.5824], [5.9213, 4.2221, 6.7737], [-3.5364, -2.5413, -4.2471], [2.4459, 5.1502, 0.0988], [3.2490, 4.0821, 0.2887], [-5.9992, -1.3125, -2.3405], [-3.3133, -1.8142, -0.3182], [3.1189, 6.3667, 0.4907], [-3.3785, -3.6091, -4.0815], [-0.7395, -2.4786, 5.9158], [1.5772, 3.1750, 4.2351], [2.0392, -2.7358, -4.5149], [1.8141, 2.1652, 3.1209], [2.4997, -1.1063, 1.4684], [-2.0191, -3.0507, 4.8223], [2.4291, 1.2960, 5.2413], [3.7794, 5.8301, 2.4739], [-0.2032, -5.0795, 3.9516], [-3.1432, -1.8003, -2.9666], [-4.8889, -0.1501, -4.4382], [-1.3555, -0.7424, -3.5508], [-2.8466, -2.2617, -5.0419], [0.5612, -5.8522, 3.9434], [6.3200, 1.4129, 6.4640], [1.1385, -1.4187, -6.9862], [-1.0718, -5.4328, 3.3922], [7.3683, 1.9851, 8.2578], [1.0073, 6.8099, -2.3693], [-5.6187, -0.9590, -4.4685], [5.0395, 6.6070, 1.5175], [-0.1357, -2.7897, 3.8765], [0.5195, 3.2790, 4.4850], [-1.7214, 7.3682, -2.5216], [-0.5685, -4.6010, 5.3527], [-6.2846, -0.7282, -5.3030], [-4.9656, -2.4684, -5.8203], [-5.9433, -7.9376, 0.2605], [1.8942, 0.8545, 3.8972], [2.7440, -0.2049, -7.4212], [-9.2816, -0.9389, -2.3600], [5.3176, 4.5669, 0.1617]]
}

---

{
  "formula": "C41H67Br22FNO4PS",
  "method": "the ωB97M-V functional and the def2-TZVPD basis",
  "smiles": "C#CN1C(=O)c2c(CCCCCC)c(CCCS)c(F)c(P(O)O)c2C1=O.BrCCBr.BrCCBr.BrCCBr.BrCCBr.BrCCBr.BrCCBr.BrCCBr.BrCCBr.BrCCBr.BrCCBr.BrCCBr",
  "e_tot_ha": -59425.88689,
  "homo_energy_ev": -9.17,
  "multiplicity": 1,
  "homo_lumo_gap_ev": 8.297,
  "charge": 0,
  "species": ["H", "Br", "H", "C", "H", "H", "N", "Br", "Br", "C", "C", "H", "H", "H", "H", "C", "H", "H", "H", "H", "H", "H", "C", "H", "H", "H", "H", "H", "H", "O", "H", "H", "Br", "C", "Br", "H", "H", "C", "C", "H", "H", "Br", "Br", "H", "Br", "C", "C", "Br", "S", "H", "Br", "C", "F", "H", "H", "H", "C", "Br", "C", "H", "C", "C", "C", "C", "C", "Br", "C", "H", "C", "C", "C", "H", "H", "H", "H", "H", "H", "Br", "H", "H", "H", "Br", "H", "C", "Br", "C", "O", "H", "O", "H", "H", "H", "H", "C", "H", "C", "C", "H", "H", "Br", "C", "H", "Br", "Br", "H", "H", "H", "H", "C", "H", "C", "C", "C", "Br", "H", "H", "O", "Br", "P", "H", "C", "C", "H", "C", "H", "H", "H", "Br", "H", "H", "C", "C", "C", "Br", "C", "C", "H", "C"],
  "positions_angstrom": [[1.6857, 2.6873, 4.1574], [2.9844, -11.6260, 3.4668], [-3.5669, 5.2080, 4.1335], [-1.9979, -4.1939, 0.6277], [3.4255, 3.8036, 2.5671], [-1.1996, -0.1768, -0.5897], [-5.9482, -1.1243, 0.2169], [2.8636, -8.2587, 1.9375], [-0.7859, 3.8038, -7.2067], [-6.1931, 2.2882, -1.2262], [-2.8423, -0.0800, -2.8185], [-1.6993, -4.8456, -0.1873], [-1.7062, 6.0129, -6.6008], [1.6974, -6.7189, 8.4600], [-3.4084, 4.4462, -2.5215], [7.8106, 1.6865, 0.4997], [-1.8135, 3.9214, -0.7994], [-0.1535, -4.3983, -6.4742], [-1.7019, 5.8052, -8.3628], [-5.0599, -2.0510, 3.5821], [0.9846, -9.8738, 2.1641], [0.7628, -3.5487, -7.7336], [1.8889, -4.0279, -5.9406], [-4.1560, 2.9098, -4.7316], [-2.4357, 3.9201, 3.6683], [-9.9473, -5.0582, 2.1321], [12.1262, 2.8281, -1.1760], [1.2269, 4.2696, 3.5046], [5.9418, 1.2033, 1.4058], [-3.7961, -1.7550, -0.3711], [-8.4717, 3.0335, -2.5961], [9.8721, 4.8471, 4.0363], [-0.7216, -6.1859, 2.2522], [-4.6742, -0.9586, -0.4892], [-0.1473, 2.4833, 2.4922], [-3.2464, 4.8574, -4.1990], [2.2647, -8.1995, 9.2581], [1.4834, -9.2438, 2.8930], [-5.8366, 1.0423, -0.7045], [-8.5042, -3.0843, 3.0023], [0.8088, -1.2703, -1.3538], [3.2954, 1.3893, 2.0417], [-4.0162, 4.0799, -8.9697], [7.5649, 2.5852, -0.0585], [-1.6911, 2.5589, 6.1624], [-2.1752, -4.9300, 1.9264], [-1.9607, 5.3402, -7.4175], [4.1243, -9.4737, 7.3615], [-1.0159, 4.6948, -1.5506], [2.9461, -7.5339, 6.3408], [10.4742, 4.4819, -0.3424], [2.0524, -10.0208, 4.0475], [-5.6728, 3.9276, -2.7963], [3.9771, -7.0339, 7.6944], [-2.7018, 2.0798, -4.2553], [1.2545, -10.3732, 4.6971], [12.1232, 4.3916, -2.6812], [-0.1030, -1.9742, -6.0151], [-0.9463, 0.6589, -1.2437], [-4.0380, 5.8325, -7.2347], [-4.7624, 0.3233, -1.2337], [0.5706, 0.9031, -1.2386], [-2.9582, 4.1186, -3.4507], [2.0456, -7.7370, 8.3016], [-8.8122, -3.2186, 1.9674], [-7.3368, -4.1467, 1.1128], [-3.4911, 2.7212, -3.8852], [-3.6148, 4.2616, -6.5247], [3.2251, -7.7484, 7.3678], [1.3826, -0.3658, -1.5573], [-5.3932, -2.0195, 2.5724], [-2.9134, -3.6726, 0.3624], [-3.0915, -0.3283, -3.8537], [-2.2127, -4.2650, 2.7827], [12.9109, 4.3441, -0.6888], [13.1170, 4.2564, -3.1021], [8.2286, 1.9603, 1.4667], [10.9348, 3.3546, -3.8171], [1.7501, 0.4745, -3.5725], [2.1560, -5.0613, -6.1497], [-2.8712, -1.0034, -2.2472], [9.2708, 0.8274, -0.4492], [2.7632, -9.4455, 4.6316], [2.5864, 3.1923, 2.2402], [5.5956, 0.5664, -0.9489], [9.0367, 4.2408, 3.6941], [-8.7176, 2.3095, -0.0617], [-8.8915, -2.2478, 1.4880], [-7.0893, 0.5902, 1.3375], [-0.9888, 4.9831, -3.8615], [-1.2285, 1.3607, -3.2331], [-1.4185, 1.5576, -0.8303], [2.2714, 3.5110, 1.2514], [-5.3785, 2.7384, -2.2564], [11.8256, 5.4303, -2.7788], [-6.4210, 0.2551, 0.4157], [0.6211, -3.6585, -6.6637], [-3.0352, 4.6036, 6.6024], [8.7305, 4.5732, 2.7068], [-1.2433, 5.8759, 4.6291], [-2.7141, 4.6138, 4.4548], [0.7890, -8.4887, 3.2554], [0.5258, -8.6907, 7.5480], [-0.6442, -2.8044, 0.7638], [0.7894, 1.6304, -2.0252], [-0.7647, -0.3125, -3.1243], [-3.9655, 3.3965, 5.6940], [-3.0780, -5.5363, 1.8979], [-3.4121, 4.9489, -7.3395], [-10.8362, -3.5837, 2.5640], [7.9143, 4.2794, 4.6963], [12.0902, 3.9104, -1.2557], [1.4711, 3.2405, 3.2489], [3.3996, -2.9681, -6.5505], [8.1353, 3.7129, 5.5947], [-0.9252, 3.2668, -3.5154], [-8.2577, 3.8181, -2.0715], [9.7604, 2.4479, 3.4868], [-7.6097, 3.3461, -0.6358], [7.6806, 5.3075, 4.9633], [-1.4145, 0.4449, -2.6787], [-10.0903, -4.0091, 1.8962], [2.9618, -0.7058, -3.0563], [-3.0159, 3.9229, 5.7579], [6.9175, -0.2234, 1.0041], [-8.7334, 1.4421, -0.4875], [0.8811, 1.3128, -0.2836], [-10.8863, -3.9335, 0.1227], [2.2470, -0.4050, -0.8922], [1.8156, -3.8818, -4.8677], [-4.2811, 2.0590, -2.7839], [-3.9627, 0.7886, -2.2785], [1.9050, -0.4451, -3.0083], [6.2611, 3.5529, 3.9660], [-5.6564, -1.6333, 1.4752], [6.6323, 0.7740, 0.6852], [1.3757, -1.2384, -3.5378], [-1.4245, 4.1940, -3.2529]]
}